## 1
ORCA calculation (ωB97M-V/def2-TZVPD) on a cluster of 11 separate species, C33H77N11O11 in total.

Each line ends with the Löwdin spin population.
Geometry (Å):
1 C -4.98673 0.12802 3.40706  0.019
2 C -4.52604 -0.51914 2.12809  0.017
3 O -4.44867 0.08170 1.07343  0.011
4 N -4.26952 -1.80690 2.17067  0.006
5 C -3.76504 -2.56248 1.05045  0.028
6 H -6.01092 -0.11131 3.69317  0.004
7 H -5.12879 1.20824 3.37483  0.001
8 H -4.25139 0.08873 4.21069  0.004
9 H -4.57733 -2.24807 3.02549  0.006
10 H -3.65049 -1.91703 0.17960  0.002
11 H -4.47612 -3.30886 0.69634  0.017
12 H -2.80798 -3.05549 1.22098  0.002
13 C 2.68104 -6.33039 -4.77906  0.023
14 C 3.15541 -5.34304 -3.67208  0.004
15 O 3.30209 -5.85584 -2.58881  0.001
16 N 3.31671 -4.09961 -3.99156  0.005
17 C 3.41051 -3.08359 -2.97948  0.011
18 H 3.20801 -6.29322 -5.73249  0.004
19 H 1.60866 -6.27354 -4.96583  0.012
20 H 2.78517 -7.37137 -4.47310  0.001
21 H 3.34068 -3.84250 -4.96800  0.013
22 H 3.55717 -2.05664 -3.31412  0.004
23 H 4.23504 -3.18935 -2.27444  0.001
24 H 2.46653 -3.19700 -2.44644  0.000
25 C -5.20662 3.68612 1.06015  0.009
26 C -3.74920 3.93334 1.25982  0.003
27 O -3.34359 5.03822 1.47975  0.002
28 N -2.97743 2.88743 1.26585  0.003
29 C -1.65960 2.86811 1.77787  0.009
30 H -5.73178 4.45544 1.62624  0.001
31 H -5.56385 2.67694 1.26524  0.001
32 H -5.57861 3.98474 0.08008  0.003
33 H -3.38189 2.02104 0.94050  0.002
34 H -1.24831 3.85961 1.96732  0.000
35 H -1.09928 2.52129 0.90963  0.002
36 H -1.49100 2.29424 2.68910  0.005
37 C -2.55509 -8.02504 -0.09542  0.028
38 C -2.12835 -6.67588 -0.53550  0.015
39 O -0.99780 -6.28262 -0.30095  0.004
40 N -3.05090 -5.87143 -1.10482  0.012
41 C -2.86137 -4.54483 -1.51716  0.040
42 H -3.00111 -7.96361 0.89724  0.004
43 H -1.76421 -8.76861 0.00313  0.002
44 H -3.19481 -8.41471 -0.88726  0.007
45 H -3.99805 -6.22072 -1.07306  0.025
46 H -3.70555 -3.88253 -1.32528  0.011
47 H -2.84828 -4.50762 -2.60645  0.013
48 H -1.98076 -4.10668 -1.04741  0.001
49 C -3.13346 -0.99277 -6.44775  0.055
50 C -2.22507 -1.46699 -5.34418  0.042
51 O -2.61706 -1.41371 -4.13142  0.009
52 N -1.09479 -1.93065 -5.68937  0.018
53 C -0.04380 -2.37783 -4.74061  0.053
54 H -3.78269 -0.16866 -6.15203  0.006
55 H -3.82153 -1.83544 -6.51539  0.008
56 H -2.68810 -0.89149 -7.43745  0.012
57 H -0.89821 -2.13487 -6.65879  0.032
58 H 0.80723 -2.81088 -5.26628  0.015
59 H -0.37184 -3.06893 -3.96417  0.004
60 H 0.38498 -1.62040 -4.08445  0.001
61 C -0.91883 7.17897 0.03865  0.012
62 C -0.98573 5.86572 -0.71896  0.006
63 O -0.31655 4.89895 -0.35476  0.003
64 N -1.75127 5.79935 -1.89091  0.003
65 C -1.95823 4.58707 -2.73607  0.030
66 H -1.72360 7.32749 0.75864  0.001
67 H -0.77077 8.02574 -0.63153  0.004
68 H -0.15306 7.18716 0.81431  0.002
69 H -2.37989 6.58094 -2.00943  0.004
70 H -1.53070 4.62548 -3.73798  0.009
71 H -3.00762 4.44264 -2.99305  0.008
72 H -1.59595 3.68003 -2.25220  0.004
73 C 1.22967 1.74340 -1.41962  0.012
74 C 1.11736 0.21647 -1.46078  0.008
75 O 1.71129 -0.37311 -2.30364  0.011
76 N 0.32869 -0.40328 -0.61167  0.009
77 C 0.29041 -1.91942 -0.48843  0.007
78 H 1.26892 2.09010 -0.38697  0.002
79 H 0.44891 2.29442 -1.94391  0.004
80 H 2.25478 2.02151 -1.66435  0.001
81 H -0.39665 0.02549 -0.05477  0.006
82 H 1.26095 -2.38205 -0.66768  0.001
83 H -0.26181 -2.13607 -1.40288  0.001
84 H -0.19762 -2.25897 0.42515  0.003
85 C 4.45421 3.47180 -0.47483  0.010
86 C 4.80757 4.72421 0.27543  0.005
87 O 5.62273 4.73942 1.20230  0.002
88 N 4.07339 5.77528 -0.12486  0.003
89 C 4.42284 7.11783 0.39894  0.013
90 H 5.38834 2.98569 -0.75626  0.002
91 H 3.88114 3.51512 -1.40100  0.003
92 H 3.86189 2.88196 0.22471  0.002
93 H 3.17103 5.72636 -0.57592  0.003
94 H 3.48190 7.41563 0.86158  0.003
95 H 4.82472 7.78387 -0.36460  0.002
96 H 5.24561 7.00158 1.10436  0.001
97 C 3.73730 -1.98651 0.88043  0.006
98 C 5.07071 -1.91543 1.62066  0.006
99 O 5.91503 -2.84966 1.43351  0.001
100 N 5.39087 -0.86785 2.41096  0.003
101 C 6.69815 -0.68097 3.07933  0.005
102 H 2.92406 -2.53029 1.36111  0.001
103 H 3.83030 -2.22780 -0.17845  0.000
104 H 3.26923 -1.00563 0.96343  0.004
105 H 4.56705 -0.60938 2.93499  0.008
106 H 7.11116 -1.66665 3.29369  0.000
107 H 6.62755 -0.16111 4.03478  0.002
108 H 7.36691 -0.14851 2.40306  0.001
109 C -2.70363 -5.52118 2.78361  0.019
110 C -1.51784 -4.77274 3.51543  0.009
111 O -1.62662 -4.10941 4.54658  0.005
112 N -0.42763 -4.67010 2.74544  0.002
113 C 0.79506 -3.80456 3.00833  0.015
114 H -2.70269 -6.53692 3.17908  0.004
115 H -2.45012 -5.46530 1.72497  0.001
116 H -3.64862 -5.00110 2.94045  0.007
117 H -0.45305 -5.27131 1.93426  0.001
118 H 1.67846 -4.29552 2.60009  0.001
119 H 0.94847 -3.69135 4.08153  0.002
120 H 0.82562 -2.85294 2.47769  0.005
121 C 1.44680 4.74500 2.28364  0.006
122 C 0.90248 4.89420 3.70438  0.006
123 O 0.25432 4.04853 4.28670  0.008
124 N 1.08218 6.14320 4.21414  0.003
125 C 0.52817 6.52420 5.49534  0.008
126 H 2.50231 4.53992 2.46233  0.002
127 H 1.38756 5.64117 1.66601  0.001
128 H 1.02024 3.86638 1.79971  0.001
129 H 1.65451 6.88456 3.83609  0.004
130 H -0.55664 6.56590 5.39765  0.001
131 H 0.95088 7.46865 5.83803  0.001
132 H 0.83719 5.77281 6.22199  0.000

Molecular weight, u: 804.045
Total charge: -1
<S²>: 0.750
Spin multiplicity: 2
Gap between HOMO and LUMO (alpha / beta), hartree: 0.04824 / 0.33571

=====

## 2
ORCA calculation (ωB97M-V/def2-TZVPD) on a cluster of 11 separate species, C33H77N11O11 in total.

Each line ends with the Löwdin spin population.
Geometry (Å):
1 C 5.26280 0.26342 0.33529  0.001
2 C 6.69448 0.15050 0.88246  0.001
3 O 7.50769 1.06655 0.58296  0.000
4 N 6.98897 -0.96444 1.51321  0.000
5 C 8.23660 -1.14349 2.22030  0.001
6 H 4.75116 -0.68326 0.16176  0.000
7 H 5.31885 0.72547 -0.65034  0.001
8 H 4.65225 0.97114 0.89606  0.000
9 H 6.22928 -1.60530 1.69285  0.000
10 H 8.07013 -0.91006 3.27191  0.000
11 H 8.97186 -0.40383 1.90343  0.000
12 H 8.76334 -2.09331 2.12811  0.000
13 C 3.01861 4.60828 -0.15912  0.009
14 C 3.34691 4.58066 1.26033  0.001
15 O 3.67099 3.50254 1.73799  0.000
16 N 3.33257 5.75332 1.93008  0.001
17 C 3.75624 5.71648 3.28585  0.004
18 H 2.83648 3.57395 -0.45083  0.001
19 H 3.88139 4.93103 -0.74183  0.001
20 H 2.18340 5.23937 -0.46284  0.005
21 H 3.00083 6.59008 1.47196  0.002
22 H 3.58748 6.69744 3.73007  0.001
23 H 4.81373 5.46854 3.37708  0.000
24 H 3.28925 4.97790 3.93740  0.001
25 C -6.83458 1.61911 -4.81463  0.134
26 C -5.56019 1.16770 -4.20228  0.059
27 O -5.42577 0.01398 -3.75804  0.009
28 N -4.56356 2.07895 -4.11244  0.050
29 C -3.22455 1.84196 -3.66403  0.114
30 H -7.53940 0.78781 -4.79831  0.005
31 H -6.67915 1.89959 -5.85639  0.034
32 H -7.14554 2.56298 -4.36681  0.057
33 H -4.85932 3.01954 -4.33138  0.131
34 H -2.48532 2.15894 -4.39966  0.024
35 H -3.01999 0.77674 -3.55639  0.001
36 H -3.15703 2.30452 -2.67936  0.040
37 C 1.43018 1.03806 0.34873  0.002
38 C 0.06990 0.37113 0.43721  0.003
39 O -0.30890 -0.12761 1.48146  0.002
40 N -0.66991 0.35275 -0.68914  0.001
41 C -2.08585 -0.05936 -0.69806  0.009
42 H 1.70904 1.16889 -0.69684  0.001
43 H 2.10475 0.25329 0.69107  0.000
44 H 1.57719 1.98679 0.86488  0.000
45 H -0.33193 0.78111 -1.53906  0.000
46 H -2.34010 -0.88308 -0.03102  0.000
47 H -2.32078 -0.43423 -1.69425  0.000
48 H -2.73559 0.81235 -0.62031  0.011
49 C 0.81202 2.79010 3.68335  0.003
50 C -0.18996 3.34926 4.65440  0.004
51 O -0.96641 4.27129 4.34117  0.006
52 N 0.01454 3.01690 5.95112  0.003
53 C -0.56164 3.68394 7.09420  0.007
54 H 0.72325 1.70937 3.57276  0.000
55 H 1.77752 3.03027 4.12858  0.001
56 H 0.80601 3.32447 2.73333  0.001
57 H 0.60091 2.21711 6.14243  0.003
58 H -0.14630 3.43337 8.07033  0.002
59 H -1.63887 3.55282 7.19654  0.000
60 H -0.30096 4.73128 6.94182  0.001
61 C 0.49604 -2.97428 3.74438  0.001
62 C -0.98838 -2.79390 3.93105  0.002
63 O -1.73018 -3.57908 4.46348  0.000
64 N -1.46974 -1.65141 3.50773  0.001
65 C -2.86288 -1.23771 3.52539  0.003
66 H 0.71753 -3.21552 2.70474  0.000
67 H 0.90672 -3.79371 4.33429  0.000
68 H 0.99815 -2.06744 4.08150  0.000
69 H -0.79895 -1.13573 2.95617  0.000
70 H -3.05522 -1.01533 4.57499  0.001
71 H -3.40507 -2.11924 3.18326  0.000
72 H -3.13279 -0.40395 2.87725  0.001
73 C -8.52368 -1.24560 -2.58705  0.011
74 C -7.77502 -1.49097 -1.25683  0.007
75 O -8.37072 -1.95049 -0.29246  0.001
76 N -6.44450 -1.30455 -1.30316  0.002
77 C -5.57290 -1.55360 -0.14857  0.007
78 H -8.14701 -0.40122 -3.16433  0.003
79 H -9.49296 -0.80897 -2.34638  0.002
80 H -8.63904 -2.14857 -3.18659  0.001
81 H -5.96108 -0.97777 -2.12754  0.000
82 H -5.11892 -0.60363 0.13349  0.005
83 H -4.68899 -2.09215 -0.49024  0.001
84 H -6.04911 -2.14130 0.63624  0.000
85 C 0.65405 1.55692 -5.66342  0.026
86 C 0.70672 0.93962 -4.31179  0.005
87 O 0.32658 1.58172 -3.32053  0.017
88 N 1.15932 -0.32740 -4.29404  0.002
89 C 1.25119 -1.13845 -3.03394  0.004
90 H 1.32702 1.02229 -6.33377  0.003
91 H 0.74799 2.64098 -5.59967  0.008
92 H -0.38101 1.35121 -5.93629  0.005
93 H 1.59355 -0.66738 -5.14018  0.002
94 H 0.23603 -1.12721 -2.63715  0.000
95 H 2.03544 -0.86992 -2.32616  0.001
96 H 1.43991 -2.16579 -3.34552  0.001
97 C 2.96088 -3.08880 -0.59101  0.002
98 C 2.15136 -4.36982 -0.82917  0.001
99 O 1.33673 -4.28918 -1.74171  0.001
100 N 2.44364 -5.51879 -0.22022  0.000
101 C 1.57496 -6.70025 -0.41329  0.001
102 H 3.46238 -3.24202 0.36456  0.000
103 H 2.38237 -2.17200 -0.47745  0.000
104 H 3.51458 -2.83472 -1.49488  0.001
105 H 3.16683 -5.60479 0.47958  0.001
106 H 1.57637 -6.98610 -1.46513  0.000
107 H 0.54624 -6.52670 -0.09751  0.000
108 H 1.90720 -7.54673 0.18772  0.000
109 C 2.92888 -0.10132 3.35917  0.001
110 C 4.03081 -1.14540 3.75835  0.001
111 O 4.79700 -1.60756 2.91042  0.001
112 N 4.15788 -1.51783 5.04105  0.001
113 C 3.19109 -1.04160 6.10915  0.008
114 H 2.15796 -0.62417 2.79313  0.000
115 H 3.31752 0.62834 2.64878  0.000
116 H 2.38308 0.38152 4.16976  0.001
117 H 4.92262 -2.10666 5.33864  0.001
118 H 3.22092 -1.67729 6.99409  0.001
119 H 2.16385 -1.00395 5.74662  0.001
120 H 3.38643 -0.02554 6.45206  0.003
121 C -2.50142 -2.29844 -4.57590  0.004
122 C -2.61157 -1.43878 -5.76038  0.004
123 O -1.69149 -1.41556 -6.54699  0.003
124 N -3.72459 -0.75565 -5.96961  0.003
125 C -3.95243 0.04892 -7.15526  0.042
126 H -1.47516 -2.27966 -4.20912  0.000
127 H -2.76835 -3.33545 -4.77953  0.001
128 H -3.17742 -1.92969 -3.80445  0.001
129 H -4.35681 -0.59045 -5.19949  0.001
130 H -3.35501 -0.19439 -8.03390  0.003
131 H -3.75238 1.11300 -7.02950  0.029
132 H -5.00205 0.09196 -7.44605  0.010

Molecular weight, u: 804.045
Total charge: -1
<S²>: 0.750
Spin multiplicity: 2
Gap between HOMO and LUMO (alpha / beta), hartree: 0.04376 / 0.31260

=====

The most stable of them is 2.